The following is a quantum chemistry calculation of C21H40ClN7ORu as an isolated structure in a non-equilibrium geometry, from the Open Molecules 2025 dataset.

⟨S²⟩ = 0.826
Molar mass = 543.1 g/mol
Total energy = -1836.81772 a.u.
F_max = 2.6 eV/A
Energy relative to the best compared isomer or geometry (same formula, charge and spin) = 21.6 kcal per mole
Kohn-Sham gap (alpha / beta) = 5.08 / 5.88 eV
LUMO energy (alpha / beta) = -0.4324 / -0.4032 Ha

```
! wB97M-V def2-TZVPD RIJCOSX def2/J DEFGRID3
* xyz 3 2
Ru -0.208 -0.028 -0.127
C -2.971 0.447 1.898
C -3.045 1.436 0.729
N -2.421 0.920 -0.494
C -2.377 1.936 -1.553
C -1.542 1.485 -2.752
N -0.195 1.064 -2.341
C 0.897 2.033 -2.508
C 0.793 3.357 -1.750
C 0.573 3.332 -0.223
N 0.904 2.101 0.494
C 0.723 2.280 1.943
C 0.683 0.922 2.644
N -0.520 0.193 2.236
C -1.772 0.661 2.831
H -2.952 -0.577 1.509
H -3.875 0.546 2.497
H -2.546 2.371 1.001
H -4.095 1.683 0.523
H -2.973 0.119 -0.828
H -1.946 2.842 -1.129
H -3.389 2.178 -1.899
H -1.499 2.311 -3.471
H -2.037 0.643 -3.243
H 0.071 0.260 -2.909
H 0.984 2.296 -3.571
H 1.821 1.516 -2.228
H 0.000 3.968 -2.183
H 1.725 3.885 -1.962
H -0.468 3.568 0.015
H 1.166 4.159 0.188
H 1.885 1.857 0.317
H -0.218 2.812 2.110
H 1.525 2.892 2.370
H 0.727 1.061 3.733
H 1.558 0.329 2.342
H -0.398 -0.798 2.454
H -1.696 1.723 3.081
H -1.971 0.124 3.767
Cl -0.199 -4.594 -3.836
C 0.757 -3.483 -2.945
C 2.150 -3.579 -2.904
C 2.865 -2.632 -2.192
C 2.180 -1.620 -1.534
N 0.855 -1.530 -1.581
C 0.153 -2.425 -2.264
H 2.659 -4.372 -3.432
H 3.942 -2.661 -2.158
H 2.700 -0.859 -0.959
H -0.924 -2.299 -2.290
C 2.613 -3.819 1.218
N 1.308 -4.321 0.896
C 1.176 -5.753 0.736
C -0.176 -6.213 1.257
C -1.252 -5.436 0.522
N -0.969 -4.014 0.548
C -2.104 -3.158 0.320
C 0.247 -3.474 0.818
O 0.393 -2.244 0.975
H 3.353 -4.267 0.553
H 2.882 -4.096 2.242
H 2.630 -2.734 1.135
H 1.992 -6.241 1.271
H 1.278 -6.001 -0.330
H -0.237 -6.039 2.333
H -0.306 -7.279 1.079
H -2.230 -5.601 0.984
H -1.320 -5.774 -0.521
H -2.701 -3.554 -0.502
H -1.753 -2.142 0.071
H -2.736 -3.114 1.212
*
```

Partial charges, Mulliken, in e: number 1, Ru, carries 1.870; number 2, C, carries -0.594; number 3, C, carries -0.765; number 4, N, carries -0.245; number 5, C, carries -0.585; number 6, C, carries -1.109; number 7, N, carries 0.037; number 8, C, carries -0.897; number 9, C, carries -0.832; number 10, C, carries -0.917; number 11, N, carries -0.118; number 12, C, carries -0.871; number 13, C, carries -0.687; number 14, N, carries 0.148; number 15, C, carries -0.856; number 16, H, carries 0.017; number 17, H, carries 0.409; number 18, H, carries 0.329; number 19, H, carries 0.526; number 20, H, carries 0.301; number 21, H, carries 0.233; number 22, H, carries 0.452; number 23, H, carries 0.396; number 24, H, carries 0.505; number 25, H, carries 0.397; number 26, H, carries 0.475; number 27, H, carries 0.322; number 28, H, carries 0.243; number 29, H, carries 0.446; number 30, H, carries 0.435; number 31, H, carries 0.490; number 32, H, carries 0.319; number 33, H, carries 0.421; number 34, H, carries 0.446; number 35, H, carries 0.470; number 36, H, carries 0.260; number 37, H, carries 0.261; number 38, H, carries 0.331; number 39, H, carries 0.501; number 40, Cl, carries -0.121; number 41, C, carries -0.390; number 42, C, carries -0.228; number 43, C, carries -0.981; number 44, C, carries -0.329; number 45, N, carries 0.491; number 46, C, carries -0.549; number 47, H, carries 0.517; number 48, H, carries 0.551; number 49, H, carries 0.463; number 50, H, carries 0.651; number 51, C, carries -1.093; number 52, N, carries 0.360; number 53, C, carries -0.590; number 54, C, carries -0.775; number 55, C, carries -0.572; number 56, N, carries 0.400; number 57, C, carries -0.620; number 58, C, carries -0.054; number 59, O, carries -0.495; number 60, H, carries 0.402; number 61, H, carries 0.361; number 62, H, carries 0.268; number 63, H, carries 0.470; number 64, H, carries 0.233; number 65, H, carries 0.302; number 66, H, carries 0.387; number 67, H, carries 0.389; number 68, H, carries 0.322; number 69, H, carries 0.464; number 70, H, carries -0.292; number 71, H, carries 0.491

***

The following is a quantum chemistry calculation of C21H40HgP2 as an isolated structure in a non-equilibrium geometry, from the Open Molecules 2025 dataset.

Molar mass = 555.1 g/mol
Total energy = -1659.90130 a.u.
F_max = 3.0 eV/A
Energy relative to the best compared isomer or geometry (same formula, charge and spin) = 66.7 kcal per mole
Kohn-Sham gap (alpha / beta) = 3.75 / 3.75 eV
LUMO energy (alpha / beta) = 0.0014 / 0.0014 Ha

```
! wB97M-V def2-TZVPD RIJCOSX def2/J DEFGRID3
* xyz 0 1
P 0.602 -2.156 -0.637
P 0.200 2.033 0.753
C 0.400 -0.376 -1.009
C 1.125 0.764 -0.206
H -0.682 -0.166 -1.146
H 0.848 -0.402 -2.012
H 1.868 0.312 0.451
H 1.626 1.392 -0.956
C -1.392 2.456 0.071
H -1.935 2.971 0.876
H -1.947 1.557 -0.222
H -1.297 3.131 -0.781
C 1.155 3.526 0.998
H 0.843 4.322 0.311
H 2.229 3.316 0.869
H 0.938 3.826 2.037
C -0.526 -3.480 -1.268
H -0.699 -4.218 -0.478
H -0.095 -3.978 -2.129
H -1.494 -3.040 -1.519
C 2.294 -2.691 -0.692
H 2.964 -1.824 -0.816
H 2.389 -3.383 -1.550
H 2.509 -3.232 0.248
Hg -1.225 -1.811 0.976
C 0.324 0.949 -3.508
C -0.976 0.913 -3.166
C -2.057 0.268 -3.966
C -1.633 -1.053 -4.619
C -0.828 -1.955 -3.735
C 0.497 -2.003 -3.615
C 1.494 -1.135 -4.378
C 1.010 0.299 -4.661
C -0.229 -2.875 2.682
H 0.990 1.612 -2.940
H -1.341 1.648 -2.453
H -2.439 0.949 -4.748
H -2.909 0.060 -3.304
H -2.529 -1.596 -4.949
H -1.105 -0.870 -5.559
H -1.459 -2.786 -3.371
H 0.995 -2.904 -3.248
H 1.811 -1.623 -5.321
H 2.440 -1.076 -3.817
H 1.891 0.895 -4.923
H 0.400 0.340 -5.564
H -0.026 -2.255 3.551
H 0.715 -3.322 2.370
H -0.851 -3.711 3.011
C 0.967 0.930 5.629
C -0.326 1.434 4.983
C -1.515 0.681 5.574
C -0.489 2.931 5.308
C -0.264 1.242 3.523
C -0.104 1.336 2.323
H 0.984 1.173 6.691
H 1.835 1.404 5.154
H 1.054 -0.160 5.518
H -1.580 0.899 6.641
H -2.444 1.002 5.089
H -1.409 -0.402 5.439
H 0.345 3.511 4.895
H -1.436 3.307 4.899
H -0.504 3.098 6.397
*
```

Partial charges, Mulliken, in e: number 1, P, carries 1.127; number 2, P, carries 1.872; number 3, C, carries -0.059; number 4, C, carries -1.192; number 5, H, carries 0.328; number 6, H, carries -0.779; number 7, H, carries 0.401; number 8, H, carries 0.563; number 9, C, carries -1.620; number 10, H, carries 0.491; number 11, H, carries 0.307; number 12, H, carries 0.503; number 13, C, carries -1.320; number 14, H, carries 0.424; number 15, H, carries 0.410; number 16, H, carries 0.366; number 17, C, carries -1.644; number 18, H, carries 0.472; number 19, H, carries 0.525; number 20, H, carries 0.457; number 21, C, carries -1.334; number 22, H, carries 0.397; number 23, H, carries 0.359; number 24, H, carries 0.266; number 25, Hg, carries -0.090; number 26, C, carries 0.096; number 27, C, carries -0.161; number 28, C, carries -0.806; number 29, C, carries -1.149; number 30, C, carries -0.027; number 31, C, carries -1.028; number 32, C, carries -0.811; number 33, C, carries -1.211; number 34, C, carries -1.336; number 35, H, carries 0.517; number 36, H, carries 0.256; number 37, H, carries 0.331; number 38, H, carries 0.391; number 39, H, carries 0.480; number 40, H, carries 0.299; number 41, H, carries 0.563; number 42, H, carries 0.991; number 43, H, carries 0.395; number 44, H, carries 0.259; number 45, H, carries 0.437; number 46, H, carries 0.275; number 47, H, carries 0.156; number 48, H, carries 0.231; number 49, H, carries 0.325; number 50, C, carries -1.632; number 51, C, carries 1.889; number 52, C, carries -1.522; number 53, C, carries -1.639; number 54, C, carries -0.324; number 55, C, carries -0.847; number 56, H, carries 0.417; number 57, H, carries 0.381; number 58, H, carries 0.339; number 59, H, carries 0.404; number 60, H, carries 0.376; number 61, H, carries 0.327; number 62, H, carries 0.337; number 63, H, carries 0.363; number 64, H, carries 0.425